{"formula": "C5H14O", "method": "ωB97M-V/def2-TZVPD", "symbols": ["C", "C", "O", "H", "H", "H", "H", "H", "H", "C", "C", "C", "H", "H", "H", "H", "H", "H", "H", "H"], "coordinates": [[2.007812, 0.862231, -0.066285], [2.310937, 2.332519, -0.399126], [1.571058, 0.940925, 1.307822], [1.213838, 0.502298, -0.712072], [2.960225, 0.340206, -0.068065], [2.596815, 2.357516, -1.458726], [0.687364, 0.587538, 1.412378], [3.191070, 2.709928, 0.115162], [1.438138, 2.940838, -0.187693], [-2.184681, -1.498612, 0.192565], [-1.091460, -2.271635, -0.513424], [-1.794395, -0.009632, 0.420245], [-3.126561, -1.419560, -0.355608], [-2.527413, -1.928458, 1.134150], [-0.586354, -1.799619, -1.350817], [-2.334851, 0.627655, -0.279369], [-1.468015, -3.232330, -0.872354], [-0.312350, -2.489685, 0.223415], [-1.761739, 0.310186, 1.454709], [-0.789440, 0.137697, 0.003097]], "forces_ev_per_angstrom": [[0.164, 2.345, 1.592], [0.412, -0.848, -1.252], [0.090, -0.616, 0.059], [0.236, -0.484, -0.156], [-0.273, -0.692, -0.393], [-0.315, 0.381, -0.049], [-0.119, -0.168, -0.122], [-0.154, -0.085, 0.449], [0.015, 0.168, -0.131], [-0.829, 1.660, -0.062], [-0.032, -1.051, 0.638], [1.095, -0.530, -1.085], [0.171, -0.498, -0.461], [0.545, -0.356, 0.058], [-0.330, 0.478, -0.102], [-0.567, 0.275, 0.682], [0.078, -0.030, 0.021], [0.081, -0.064, -0.112], [-0.439, 0.269, 0.038], [0.170, -0.157, 0.388]], "lowdin_charge": [-0.283, -0.095, -0.102, 0.090, 0.106, 0.070, 0.040, 0.070, 0.072, -0.304, -0.126, -0.105, 0.091, 0.097, 0.067, 0.073, 0.067, 0.076, 0.069, 0.027], "orbital_gap_ev": 11.01, "e_above_lowest_kcal_mol": 26.1, "total_energy_ha": -274.1004, "max_force_ev_per_a": 2.84, "lumo_energy_ha": 0.03550, "homo_energy_ev": -10.049, "smiles": "CCC.CCO"}